No. 1
DFT (ωB97M-V/def2-TZVPD) results for C4H5NO2 in the gas phase.

Cartesian coordinates (Å):
N1 0.823 2.014 0.681
C1 0.373 0.745 0.363
C2 -0.385 0.284 -0.671
C3 -0.602 -1.107 -0.383
O1 -1.309 -1.985 -1.144
C4 0.025 -1.385 0.785
O2 0.643 -0.231 1.244
H1 1.539 2.055 1.378
H2 1.052 2.584 -0.126
H3 -0.806 0.866 -1.481
H4 -1.479 -1.561 -1.994
H5 0.121 -2.264 1.403

Properties
Kohn-Sham gap, eV: 8.46
DFT total energy, Eh: -360.628436
E_LUMO, eV: 0.84
Multiplicity: 1


No. 2
DFT (ωB97M-V/def2-TZVPD) results for C4H10N2O2 in the gas phase in a non-equilibrium geometry.

Cartesian coordinates (Å):
O1 -0.489 -1.400 1.305
C1 -0.332 -0.387 0.634
N1 0.188 0.711 1.292
C2 0.799 1.840 0.638
O2 2.034 1.566 -0.006
C3 -0.697 -0.393 -0.853
C4 -2.048 -1.060 -1.049
N2 0.360 -1.047 -1.616
H1 0.612 0.502 2.184
H2 0.144 2.178 -0.192
H3 1.083 2.601 1.363
H4 1.938 1.002 -0.780
H5 -0.823 0.658 -1.134
H6 -2.092 -2.022 -0.528
H7 -2.935 -0.503 -0.740
H8 -2.303 -1.154 -2.110
H9 1.225 -0.915 -1.076
H10 0.395 -2.055 -1.449

Properties
Kohn-Sham gap, eV: 10.54
DFT total energy, Eh: -418.394074
E_LUMO, eV: 0.83
Multiplicity: 1


No. 3
DFT (ωB97M-V/def2-TZVPD) results for a molecular structure, C45H48N5SSbTi.

Cartesian coordinates (Å):
Ti1 -0.657 -0.440 -1.224
C1 -1.101 5.419 -1.313
C2 -1.849 4.559 -0.279
C3 -1.329 4.940 1.107
C4 -3.354 4.870 -0.323
C5 -1.630 3.078 -0.594
C6 -2.187 2.662 -1.902
C7 -2.552 1.504 -2.472
N1 -2.409 0.179 -1.996
C8 -0.763 0.871 -0.009
C9 -0.989 2.272 0.268
C10 -1.204 -0.210 0.889
C11 -1.403 -0.033 2.268
C12 -1.847 -1.082 3.039
C13 -2.119 -2.314 2.390
C14 -1.910 -2.446 1.053
N2 -1.454 -1.419 0.304
C15 -2.031 -0.974 4.543
C16 -1.742 0.436 5.056
C17 -1.048 -1.953 5.208
C18 -3.473 -1.353 4.908
H1 -1.159 6.468 -1.021
H2 -1.520 5.347 -2.317
H3 -0.045 5.143 -1.358
H4 -1.495 6.004 1.276
H5 -0.256 4.759 1.206
H6 -1.855 4.397 1.896
H7 -3.521 5.929 -0.123
H8 -3.889 4.293 0.433
H9 -3.794 4.644 -1.295
H10 -2.431 3.507 -2.533
H11 -3.022 1.574 -3.450
H12 -0.648 2.657 1.218
H13 -1.190 0.934 2.695
H14 -2.487 -3.161 2.950
H15 -2.092 -3.371 0.525
H16 -0.712 0.737 4.853
H17 -1.886 0.462 6.136
H18 -2.419 1.173 4.618
H19 -0.015 -1.697 4.958
H20 -1.232 -2.985 4.908
H21 -1.159 -1.898 6.291
H22 -4.188 -0.684 4.427
H23 -3.606 -1.271 5.986
H24 -3.717 -2.378 4.625
C19 -3.849 -3.771 -3.869
N3 -2.594 -3.101 -4.215
C20 -1.597 -3.632 -5.014
C21 -0.625 -2.712 -5.105
N4 -1.039 -1.600 -4.366
C22 -2.262 -1.861 -3.835
S1 -3.340 -0.934 -2.812
C23 -0.333 -0.357 -4.429
C24 0.023 0.150 -5.661
C25 0.760 1.328 -5.693
C26 1.071 1.964 -4.505
C27 0.638 1.398 -3.319
N5 -0.005 0.223 -3.279
H25 -3.738 -4.832 -4.069
H26 -4.667 -3.372 -4.465
H27 -4.058 -3.617 -2.812
H28 -1.675 -4.620 -5.431
H29 0.325 -2.730 -5.609
H30 -0.273 -0.352 -6.571
H31 1.071 1.742 -6.643
H32 1.624 2.892 -4.481
H33 0.846 1.868 -2.366
C28 7.273 -1.526 0.026
C29 6.198 -2.396 -0.076
C30 4.904 -1.900 -0.169
C31 4.678 -0.527 -0.163
C32 5.765 0.342 -0.070
C33 7.056 -0.154 0.030
Sb1 2.753 0.375 -0.264
C34 2.519 0.741 1.817
C35 1.858 1.902 2.210
C36 1.695 2.203 3.557
C37 2.200 1.344 4.523
C38 2.885 0.197 4.141
C39 3.052 -0.099 2.795
C40 1.690 -1.514 -0.366
C41 1.425 -2.071 -1.630
C42 0.911 -3.365 -1.764
C43 0.691 -4.132 -0.633
C44 0.962 -3.601 0.627
C45 1.430 -2.304 0.761
H34 8.280 -1.915 0.102
H35 6.365 -3.466 -0.079
H36 4.078 -2.598 -0.240
H37 5.616 1.417 -0.067
H38 7.891 0.529 0.109
H39 1.491 2.595 1.463
H40 1.193 3.118 3.850
H41 2.083 1.580 5.573
H42 3.309 -0.457 4.893
H43 3.626 -0.974 2.510
H44 1.718 -1.528 -2.524
H45 0.740 -3.782 -2.749
H46 0.332 -5.149 -0.726
H47 0.806 -4.207 1.510
H48 1.615 -1.904 1.750

Properties
Net charge: +2
Kohn-Sham gap (alpha / beta), eV: 6.50 / 6.50
DFT total energy, Eh: -3504.717784
E_LUMO (alpha / beta), eV: -5.69 / -5.69
Multiplicity: 1


No. 4
DFT (ωB97M-V/def2-TZVPD) results for C2H3NOS2 in the gas phase in a non-equilibrium geometry.

Cartesian coordinates (Å):
C1 -1.237 -0.267 -0.320
C2 0.943 0.913 0.335
H1 -0.316 -2.075 -0.144
H2 0.651 0.820 1.501
H3 1.785 1.567 0.006
N1 -0.244 -1.102 -0.123
O1 -2.396 -0.690 -0.188
S1 1.381 -0.615 -0.533
S2 -0.568 1.449 -0.533

Properties
Kohn-Sham gap, eV: 9.28
DFT total energy, Eh: -1004.344732
E_LUMO, eV: 0.11
Multiplicity: 1


No. 5
DFT (ωB97M-V/def2-TZVPD) results for a molecular structure, C22H20N5O2S2V in a non-equilibrium geometry.

Cartesian coordinates (Å):
V1 -0.492 0.384 -0.469
O1 -0.854 0.485 3.794
C1 0.435 0.725 4.057
C2 0.816 0.790 5.400
C3 2.131 0.991 5.750
C4 3.107 1.164 4.770
C5 2.751 1.134 3.442
C6 1.420 0.909 3.063
C7 1.074 0.840 1.656
O2 -0.110 0.520 1.260
N1 1.972 1.080 0.721
N2 1.380 0.914 -0.455
C8 2.008 1.099 -1.574
C9 1.178 0.896 -2.715
C10 1.545 1.079 -4.055
C11 0.588 0.916 -5.032
C12 -0.715 0.589 -4.653
C13 -0.993 0.394 -3.316
N3 -0.072 0.523 -2.363
H1 -1.003 0.441 2.828
H2 0.043 0.653 6.139
H3 2.406 1.011 6.794
H4 4.135 1.328 5.053
H5 3.481 1.269 2.658
H6 3.052 1.397 -1.616
H7 2.559 1.356 -4.295
H8 0.834 1.055 -6.073
H9 -1.501 0.489 -5.385
H10 -1.994 0.126 -2.991
S1 -2.760 0.207 -0.101
C14 -2.838 1.818 -0.739
S2 -1.302 2.576 -0.868
C15 -4.011 2.406 -1.154
C16 -4.001 3.667 -1.775
N4 -3.982 4.683 -2.311
C17 -5.250 1.758 -1.009
N5 -6.266 1.238 -0.883
C18 -0.022 -2.488 1.254
C19 -0.028 -2.605 -0.275
C20 -0.765 -3.886 -0.693
C21 1.425 -2.684 -0.799
C22 -0.620 -1.410 -0.935
H11 0.243 -3.445 1.701
H12 -1.010 -2.193 1.611
H13 0.710 -1.750 1.578
H14 -0.270 -4.757 -0.269
H15 -0.768 -3.991 -1.777
H16 -1.797 -3.867 -0.350
H17 1.902 -3.588 -0.422
H18 2.004 -1.818 -0.475
H19 1.430 -2.717 -1.889
H20 -1.202 -1.711 -1.811

Properties
Kohn-Sham gap (alpha / beta), eV: 6.18 / 6.20
DFT total energy, Eh: -3014.934632
E_LUMO (alpha / beta), eV: -1.89 / -1.88
Multiplicity: 1


No. 6
DFT (ωB97M-V/def2-TZVPD) results for 4 unconnected molecules or ions with the total composition C5H20N2O4 in a non-equilibrium geometry.

Cartesian coordinates (Å):
C1 -0.059 2.252 -0.323
N1 0.322 1.335 0.732
C2 0.456 -0.107 0.661
C3 -0.952 -0.843 0.634
C4 -0.732 -2.314 0.350
O1 -1.861 -0.238 -0.286
C5 1.294 -0.516 -0.553
N2 2.388 -1.403 -0.217
H1 0.792 2.423 -0.985
H2 -0.969 2.004 -0.869
H3 -0.264 3.261 0.046
H4 -0.133 1.583 1.602
H5 0.957 -0.481 1.556
H6 -1.475 -0.679 1.582
H7 -1.429 -2.973 0.872
H8 0.252 -2.665 0.671
H9 -0.774 -2.575 -0.706
H10 -1.706 -0.561 -1.178
H11 1.611 0.437 -0.991
H12 0.737 -1.018 -1.334
H13 3.152 -0.993 0.292
H14 2.713 -1.922 -1.015
H15 -2.432 1.621 0.362
H16 -3.487 1.170 1.287
O2 -3.287 1.897 0.697
H17 2.210 2.272 1.963
H18 3.050 1.447 2.998
O3 3.091 2.120 2.318
H19 -1.808 -1.930 -3.572
H20 -0.515 -1.084 -3.586
O4 -1.143 -1.523 -3.008

Properties
Kohn-Sham gap, eV: 8.61
DFT total energy, Eh: -612.938944
E_LUMO, eV: 0.20
Multiplicity: 1


No. 7
DFT (ωB97M-V/def2-TZVPD) results for a gas-phase ion, C6H14N3S (charge +1) in a non-equilibrium geometry.

Cartesian coordinates (Å):
N1 -0.949 -3.103 -2.388
C1 -0.944 -1.785 -1.992
N2 -1.180 -0.496 -2.756
C2 -0.323 0.535 -1.998
C3 0.156 -0.214 -0.621
C4 -0.133 0.469 0.841
C5 0.824 1.755 1.199
C6 0.749 1.953 2.848
S1 2.182 1.087 3.708
N3 -0.617 -1.512 -0.540
H1 -0.464 -3.485 -3.230
H2 -1.454 -3.794 -1.768
H3 -2.120 -0.037 -2.630
H4 -0.720 1.641 -1.943
H5 0.637 0.570 -2.685
H6 1.287 -0.432 -0.829
H7 -1.261 0.828 0.845
H8 0.025 -0.374 1.660
H9 1.916 1.551 0.816
H10 0.406 2.735 0.688
H11 0.657 3.079 3.166
H12 -0.240 1.384 3.187
H13 1.759 -0.055 4.412
H14 -0.193 -2.298 0.010

Properties
Net charge: +1
Kohn-Sham gap, eV: 6.32
DFT total energy, Eh: -799.076712
E_LUMO, eV: -5.19
Multiplicity: 1


No. 8
DFT (ωB97M-V/def2-TZVPD) results for 2 unconnected molecules or ions with the total composition Cl2H2NP in a non-equilibrium geometry.

Cartesian coordinates (Å):
N1 0.565 0.424 -2.924
P1 -0.442 -0.079 -1.866
Cl1 -0.505 -0.597 3.785
Cl2 0.464 0.412 -0.120
H1 0.405 0.559 -3.936
H2 -0.486 -0.718 5.061

Properties
Kohn-Sham gap, eV: 9.47
DFT total energy, Eh: -1317.696955
E_LUMO, eV: -0.39
Multiplicity: 1


No. 9
DFT (ωB97M-V/def2-TZVPD) results for C18H20BrN3O3 in the gas phase in a non-equilibrium geometry.

Cartesian coordinates (Å):
N1 -2.794 -3.069 -5.472
O1 -0.575 1.116 -2.446
Br1 -2.870 -0.458 3.034
C1 -2.124 -2.090 -5.486
O2 2.611 1.172 0.773
O3 2.141 1.535 3.498
C2 -1.630 0.434 -2.328
C3 -4.152 -2.276 -1.429
C4 -3.237 -1.321 -1.906
C5 -2.175 -0.443 -1.295
C6 -1.876 -0.670 0.084
C7 -0.096 0.640 3.249
C8 0.418 0.199 0.463
C9 -1.158 0.274 2.219
C10 1.163 0.951 2.683
C11 1.449 0.740 1.291
C12 -0.902 0.063 0.850
N2 -3.368 -0.828 -3.190
N3 -2.356 0.183 -3.486
C13 2.523 1.545 -0.665
C14 3.506 1.570 5.413
C15 3.706 -0.396 3.721
C16 -1.178 -0.996 -5.337
C17 -1.891 0.250 -4.893
C18 2.806 0.712 4.410
H1 -4.928 -2.368 -2.165
H2 -4.150 -2.607 -0.443
H3 -2.505 -1.412 0.565
H4 -0.093 0.627 4.290
H5 0.688 -0.142 -0.507
H6 -4.289 -0.876 -3.643
H7 3.434 2.102 -0.982
H8 1.662 2.174 -0.814
H9 2.550 0.593 -1.246
H10 4.011 0.824 6.097
H11 2.765 2.189 6.065
H12 4.210 2.309 5.020
H13 3.277 -0.829 2.871
H14 4.707 -0.019 3.544
H15 3.821 -1.312 4.347
H16 -0.208 -1.184 -4.818
H17 -1.037 -0.855 -6.370
H18 -1.149 1.081 -4.930
H19 -2.733 0.674 -5.572
H20 2.025 0.199 4.937

Properties
Kohn-Sham gap, eV: 6.76
DFT total energy, Eh: -3661.701552
E_LUMO, eV: -0.90
Multiplicity: 1